{
  "formula": "CHF5N2",
  "method": "ωB97M-V/def2-TZVPD",
  "orbital_gap_ev": 15.083,
  "smiles": "FC(F)(F)F.N#N.F",
  "e_above_lowest_kcal_mol": 0.0,
  "fmax_ev_per_a": 4.84,
  "mol_weight_g_mol": 136.0,
  "symbols": ["F", "C", "F", "F", "F", "N", "N", "F", "H"],
  "positions_angstrom": [[-0.31149, 0.73624, 0.79186], [-0.09430, 1.98611, 0.93161], [-0.92970, 2.37640, 2.12587], [1.06539, 2.46626, 1.48062], [-0.12028, 2.61496, -0.36153], [2.12331, -0.45898, -1.00027], [1.32635, -0.75703, -1.71074], [-1.35748, -4.85719, -0.99796], [-1.70180, -4.10675, -1.25947]],
  "atomic_forces_ev_per_a": [[0.6, -0.3, -0.2], [0.7, 4.2, 2.3], [0.4, -0.5, -4.2], [-0.6, -1.9, -1.6], [-1.1, -1.5, 3.8], [-2.0, -0.8, -1.8], [2.0, 0.8, 1.8], [1.7, -3.6, 1.3], [-1.7, 3.6, -1.3]],
  "mulliken_charge": [-0.12, 0.74, -0.24, -0.18, -0.19, 0.01, 0.00, -0.38, 0.37]
}

{
  "formula": "C33H38N4O4SSiYb",
  "method": "ωB97M-V/def2-TZVPD",
  "orbital_gap_ev": 7.399,
  "total_charge": -1,
  "e_above_lowest_kcal_mol": 2.6,
  "fmax_ev_per_a": 1.31,
  "mol_weight_g_mol": 787.9,
  "multiplicity": 2,
  "symbols": ["Yb", "C", "C", "C", "C", "C", "C", "C", "C", "C", "C", "N", "C", "C", "C", "C", "C", "N", "H", "H", "H", "H", "H", "H", "H", "H", "H", "H", "H", "H", "H", "H", "H", "H", "H", "C", "Si", "C", "C", "C", "C", "C", "C", "N", "C", "S", "H", "H", "H", "H", "H", "H", "H", "H", "H", "H", "H", "H", "C", "C", "O", "O", "H", "H", "H", "O", "C", "O", "C", "C", "C", "C", "C", "C", "H", "H", "H", "H", "H", "N", "C", "H"],
  "positions_angstrom": [[0.00437, -0.24258, -0.76282], [-1.02120, -3.54806, 2.40335], [0.27037, -2.81870, 2.02540], [0.80711, -1.98009, 3.15146], [1.58850, -2.57453, 4.13418], [2.07970, -1.84654, 5.20490], [1.79378, -0.49399, 5.28800], [1.01924, 0.13774, 4.32258], [0.75903, 1.62098, 4.44743], [-0.37269, 1.93260, 5.43262], [0.50615, -0.61424, 3.25003], [-0.21826, 0.04543, 2.24176], [-1.43256, 0.38475, 2.44197], [-2.19929, 1.22570, 1.57243], [-3.57353, 1.43838, 1.58429], [-3.87230, 2.29341, 0.51584], [-2.66942, 2.60616, -0.09705], [-1.66568, 1.96437, 0.53953], [-1.29100, -4.26094, 1.62166], [-1.84250, -2.83536, 2.50474], [-0.90535, -4.08689, 3.34612], [0.05461, -2.18761, 1.16537], [1.02761, -3.54106, 1.71826], [1.81470, -3.63259, 4.04803], [2.68906, -2.32561, 5.96168], [2.19388, 0.09121, 6.10982], [0.52330, 2.04061, 3.46954], [1.67438, 2.10683, 4.79492], [-1.29501, 1.43747, 5.12690], [-0.56306, 3.00652, 5.48309], [-0.11640, 1.57949, 6.43319], [-1.96828, 0.03703, 3.33388], [-4.27119, 0.98361, 2.27108], [-4.84245, 2.65115, 0.21016], [-2.48024, 3.21903, -0.96270], [5.54917, -4.51757, 1.26583], [4.35432, -4.14880, -0.17154], [3.05581, -5.51152, -0.05478], [5.28613, -4.31876, -1.80992], [3.87871, -2.34010, 0.07732], [4.81228, -1.46718, 0.61054], [4.49288, -0.13755, 0.87638], [3.19828, 0.26884, 0.64407], [2.27432, -0.52616, 0.10630], [2.60905, -1.79252, -0.25839], [1.42255, -2.62872, -1.16994], [5.73050, -5.59234, 1.34588], [5.11575, -4.17818, 2.20964], [6.51780, -4.02488, 1.15010], [3.52890, -6.47935, -0.24710], [2.25441, -5.35969, -0.77142], [2.61105, -5.54530, 0.94280], [5.73813, -5.30800, -1.91654], [6.08058, -3.57355, -1.89020], [4.59704, -4.16585, -2.64341], [5.81074, -1.82534, 0.84516], [5.22691, 0.55136, 1.27021], [2.86335, 1.27233, 0.88774], [-3.75629, -1.92986, -1.12937], [-2.28216, -1.57668, -1.06516], [-1.54124, -1.76073, -2.04519], [-1.84427, -1.08355, 0.02657], [-4.22531, -1.33067, -1.90966], [-4.22219, -1.71708, -0.16993], [-3.86918, -2.98278, -1.38549], [1.04410, 0.35693, -2.59157], [-0.07797, 0.57166, -3.13444], [-1.09514, 0.88409, -2.46347], [-0.18722, 0.40814, -4.62076], [-1.42935, 0.18219, -5.19970], [-1.52675, -0.03420, -6.56579], [-0.38564, -0.01272, -7.35563], [0.85500, 0.22439, -6.77892], [0.95538, 0.42505, -5.41151], [-2.30478, 0.16383, -4.56434], [-2.49133, -0.23181, -7.01720], [-0.45751, -0.18988, -8.42223], [1.74733, 0.23827, -7.39268], [1.91317, 0.59074, -4.93621], [0.29137, 3.13082, -0.01082], [-0.22934, 1.98252, 0.13288], [-0.33131, 3.91320, 0.22262]],
  "atomic_forces_ev_per_a": [[0.9, -0.4, 0.8], [0.0, 0.1, -0.1], [-0.2, 0.1, 0.2], [-0.1, 0.0, -0.1], [0.0, 0.0, 0.0], [0.0, 0.0, 0.0], [0.0, -0.1, 0.0], [0.0, 0.1, -0.1], [-0.1, 0.0, 0.0], [0.1, 0.0, -0.1], [0.2, -0.1, 0.4], [-0.2, 0.0, -0.3], [0.2, -0.2, 0.3], [-0.3, 0.3, -0.2], [0.2, -0.2, 0.1], [0.0, 0.2, -0.1], [-0.3, 0.0, 0.0], [-0.1, 0.1, 0.3], [0.0, 0.0, 0.0], [0.0, 0.0, 0.0], [0.0, 0.0, 0.0], [0.1, -0.2, 0.1], [0.0, 0.0, -0.1], [0.0, 0.0, 0.0], [0.0, 0.0, 0.0], [0.0, 0.0, 0.0], [0.0, 0.0, 0.0], [0.0, 0.0, 0.0], [0.0, 0.0, 0.0], [0.0, 0.0, 0.0], [0.0, 0.0, 0.0], [0.0, 0.0, 0.0], [0.0, 0.0, 0.0], [0.0, 0.0, 0.0], [0.1, 0.0, 0.0], [0.0, 0.0, -0.2], [0.4, -0.2, 0.1], [0.0, 0.3, 0.0], [-0.2, 0.0, 0.2], [-0.3, -0.1, -0.1], [0.0, -0.1, 0.1], [0.1, 0.0, 0.0], [-0.2, 0.2, 0.1], [0.1, -0.3, -0.2], [0.3, 0.1, 0.2], [-0.2, -0.2, -0.1], [0.0, 0.0, 0.0], [0.0, 0.0, 0.0], [0.0, 0.0, 0.0], [0.1, 0.1, 0.0], [-0.1, 0.0, -0.1], [0.0, 0.0, 0.0], [0.0, 0.0, 0.0], [0.0, 0.0, 0.0], [0.0, 0.0, 0.0], [0.0, 0.0, 0.0], [0.0, 0.0, 0.0], [0.0, 0.0, 0.0], [0.2, 0.1, 0.1], [-0.6, -0.6, -0.2], [0.0, 0.1, 0.0], [-0.5, -0.2, 0.4], [0.0, 0.0, 0.0], [-0.1, 0.0, 0.0], [0.0, 0.0, 0.0], [0.2, 0.1, -0.5], [0.0, 0.6, -0.9], [0.0, -0.1, 0.0], [-0.1, 0.0, 0.0], [0.0, 0.1, 0.0], [0.0, 0.0, 0.0], [0.0, 0.0, 0.0], [0.0, 0.0, 0.0], [0.0, 0.0, 0.1], [0.0, 0.0, 0.0], [0.0, 0.0, 0.0], [0.0, 0.0, 0.0], [0.0, 0.0, 0.0], [0.0, 0.0, 0.0], [0.3, 0.1, 0.0], [0.0, 0.2, -0.3], [-0.1, -0.1, 0.1]],
  "mulliken_charge": [0.31, -1.57, 1.93, 0.55, -0.69, -1.01, -0.58, 0.79, -0.70, -1.18, -0.65, 0.96, 0.08, -0.17, -1.01, -1.01, -0.28, 0.50, 0.41, 0.28, 0.38, -1.26, -0.23, 0.49, 0.38, 0.42, -0.01, 0.60, 0.26, 0.38, 0.36, 0.51, 0.51, 0.46, 0.43, -1.26, 0.17, -0.98, -1.17, 0.43, 0.08, -1.25, -0.35, 0.04, 0.13, -0.38, 0.37, 0.37, 0.33, 0.41, 0.30, 0.30, 0.32, 0.35, 0.30, 0.26, 0.39, 0.55, -1.54, 1.14, -0.57, -0.35, 0.33, 0.29, 0.37, -0.70, 0.96, -0.61, 0.20, -0.37, -0.65, -0.34, -0.61, -0.22, 0.41, 0.37, 0.36, 0.38, 0.48, -0.81, -0.15, 0.27]
}

{
  "formula": "C3H9NS2",
  "method": "ωB97M-V/def2-TZVPD",
  "orbital_gap_ev": 8.385,
  "smiles": "C=CN.CSS",
  "e_above_lowest_kcal_mol": 26.4,
  "fmax_ev_per_a": 1.32,
  "mol_weight_g_mol": 123.2,
  "symbols": ["C", "C", "N", "H", "H", "H", "H", "H", "C", "S", "S", "H", "H", "H", "H"],
  "positions_angstrom": [[-1.31232, -1.58985, -2.25107], [-0.91627, -0.35941, -1.90988], [-0.55343, 0.09154, -0.65590], [-1.55592, -2.38743, -1.56491], [-1.26808, -1.78852, -3.31304], [-0.68518, 0.34789, -2.69615], [-0.62488, -0.57753, 0.08279], [-0.02637, 0.93627, -0.56810], [1.83771, 0.18512, 1.63057], [0.31498, 0.24743, 2.63868], [-0.18000, 2.25705, 2.45124], [2.31721, 1.15489, 1.73847], [1.67011, 0.15815, 0.55215], [2.38925, -0.70112, 1.91020], [-1.40681, 2.02552, 1.95494]],
  "atomic_forces_ev_per_a": [[0.1, 0.5, -0.4], [1.1, -0.2, 0.2], [-1.0, -0.3, -0.8], [0.1, 0.0, 0.1], [-0.5, -0.2, 0.1], [-0.1, 0.1, -0.1], [0.3, 0.2, 0.5], [-0.1, 0.0, 0.3], [-0.7, 0.8, -0.8], [0.3, 0.0, -0.1], [-0.2, -0.4, 0.1], [0.6, -0.3, 0.6], [-0.4, -0.4, 0.1], [0.4, 0.1, 0.3], [0.1, 0.1, -0.2]],
  "mulliken_charge": [-0.85, 0.08, -0.33, 0.27, 0.22, 0.26, 0.15, 0.21, -0.80, -0.08, -0.22, 0.33, 0.27, 0.32, 0.17]
}

{
  "formula": "C6H10OS",
  "method": "ωB97M-V/def2-TZVPD",
  "orbital_gap_ev": 9.702,
  "smiles": "OC[C@@H]1C[C@@H]2S[C@@H]2C1",
  "e_above_lowest_kcal_mol": 60.9,
  "fmax_ev_per_a": 8.76,
  "mol_weight_g_mol": 130.2,
  "symbols": ["O", "C", "C", "C", "C", "S", "C", "C", "H", "H", "H", "H", "H", "H", "H", "H", "H", "H"],
  "positions_angstrom": [[-0.95315, -0.55071, 2.25120], [0.12584, 0.40920, 2.27412], [0.55334, 0.96211, 0.87058], [-0.50815, 1.33812, -0.29133], [-0.38354, 0.50323, -1.51941], [-0.58750, -1.20595, -1.35279], [0.76905, -0.33979, -1.34455], [1.49533, 0.04787, 0.06921], [-0.95568, -1.00994, 1.40930], [-0.09439, 1.28017, 2.81230], [1.11679, 0.02237, 2.59994], [1.10338, 1.92152, 1.03607], [-0.07733, 2.35614, -0.62609], [-1.40497, 1.45128, 0.26476], [-0.75466, 0.95604, -2.54217], [1.58229, -0.25971, -2.09813], [1.68047, -0.97383, 0.61484], [2.51808, 0.43235, -0.18746]],
  "atomic_forces_ev_per_a": [[0.9, 1.2, 0.7], [0.9, -1.1, -3.0], [0.4, 0.1, -2.0], [2.0, 2.7, 1.5], [-2.3, 2.4, -1.4], [-4.4, -4.5, 0.1], [8.0, 3.5, 1.0], [0.4, -3.0, -0.6], [0.2, -0.1, -0.4], [-1.0, 0.8, 1.4], [-0.9, -0.3, 0.5], [-0.4, -0.8, 0.3], [-1.3, -1.1, 0.5], [-1.5, 0.2, -0.4], [1.2, -0.9, 2.2], [-0.9, -0.9, 0.0], [-0.2, 1.8, -0.8], [-1.0, 0.0, 0.4]],
  "mulliken_charge": [-0.50, -0.69, -0.10, -0.76, -0.17, -0.30, -0.08, -0.78, 0.31, 0.40, 0.32, 0.36, 0.27, 0.30, 0.38, 0.40, 0.28, 0.37]
}